{
  "formula": "CH5N4P",
  "method": "ωB97M-V with the def2-TZVPD basis set",
  "species": ["C", "N", "N", "N", "N", "H", "H", "P", "H", "H", "H"],
  "coordinates": [[-3.04862, -0.86837, -0.48400], [-2.93308, 0.51739, -0.47300], [-2.47267, 0.80086, 0.66093], [-2.23068, -0.29279, 1.30202], [-2.63470, -1.40202, 0.60473], [-3.30070, -1.41702, -1.44873], [-1.81962, -0.38288, 2.18519], [1.49140, 0.53822, 0.37757], [2.79660, 0.25527, -0.24689], [0.91748, 1.42358, -0.55994], [0.86790, -0.46575, -0.17320]],
  "forces_ev_per_a": [[-0.25, 0.50, -2.99], [-1.08, -1.25, -1.42], [1.23, 1.89, 1.34], [-1.54, -2.27, -1.69], [1.13, 0.18, 1.55], [0.06, 0.75, 1.85], [0.49, 0.22, 1.36], [1.99, 1.99, 1.17], [-1.16, 0.39, 0.18], [0.42, 0.15, -0.14], [-1.31, -2.54, -1.20]],
  "mulliken_charge": [0.1091, -0.2252, -0.3256, 0.3555, -0.4766, 0.3469, 0.2147, -0.1336, 0.0648, 0.0602, 0.0098],
  "relative_energy_ev": 0.480,
  "e_tot_ev": -16364.6226,
  "e_homo_ev": -9.97,
  "homo_lumo_gap_ha": 0.401,
  "lumo_ev": 0.93,
  "multiplicity": 1,
  "fmax_ev_per_a": 3.222
}

=====

{
  "formula": "CH5NO2",
  "method": "ωB97M-V with the def2-TZVPD basis set",
  "species": ["C", "N", "O", "H", "H", "H", "H", "H", "O"],
  "coordinates": [[1.43143, 0.12299, 0.52723], [0.74492, 1.23349, 0.16525], [0.89468, -0.84582, 1.04943], [2.53707, 0.19727, 0.41507], [-0.25156, 1.02783, 0.10214], [1.30854, 1.93541, -0.28661], [-2.73213, -1.13962, -0.06195], [-1.75273, -1.66148, -1.10615], [-2.18021, -0.87008, -0.80441]],
  "forces_ev_per_a": [[-0.13, 4.01, -0.86], [1.24, -3.45, 0.81], [-0.23, -1.54, 0.38], [-0.30, -0.65, 0.25], [-0.22, 1.08, -0.39], [-0.59, 0.45, -0.33], [-0.11, -0.05, -0.10], [0.16, -0.73, -0.33], [0.18, 0.88, 0.57]],
  "mulliken_spin": [-0.0222, 0.0614, 0.8720, 0.0768, -0.0005, -0.0011, -0.0005, -0.0005, 0.0146],
  "relative_energy_ev": 0.667,
  "charge": 1,
  "e_tot_ev": -6693.2457,
  "e_homo_ev": [-15.65, -15.55],
  "homo_lumo_gap_ha": [0.382, 0.200],
  "s_squared": 0.76,
  "lumo_ev": [-5.25, -10.11],
  "multiplicity": 2,
  "fmax_ev_per_a": 4.105
}

=====

{
  "formula": "CH5NO2S",
  "method": "ωB97M-V with the def2-TZVPD basis set",
  "species": ["C", "N", "O", "O", "S", "H", "H", "H", "H", "H"],
  "coordinates": [[1.60412, 1.09281, -0.24518], [-0.71142, 0.32934, -0.59603], [-0.27430, -1.99209, 0.20407], [-0.73183, -0.92081, -0.86644], [-1.72092, 1.02561, 0.60099], [1.03555, 1.83964, 0.33039], [1.85567, 0.21167, 0.25202], [1.90142, 1.33731, -1.27450], [-1.03481, -2.66652, 0.25651], [-1.92349, -0.25695, 1.33817]],
  "forces_ev_per_a": [[-1.86, 1.73, -0.72], [1.08, -0.12, -0.13], [-1.14, -0.70, 0.99], [-0.61, 0.06, -0.85], [-0.27, -3.09, 1.38], [0.72, -0.32, -0.40], [0.60, -1.25, 0.47], [-0.10, -0.33, 0.73], [1.27, 1.67, -0.45], [0.31, 2.37, -1.03]],
  "mulliken_charge": [-0.6648, -0.0404, -0.3982, -0.1171, -0.0921, 0.2222, 0.3078, 0.2783, 0.3118, 0.1925],
  "relative_energy_ev": 8.909,
  "e_tot_ev": -17530.0346,
  "e_homo_ev": [-8.65, -8.32],
  "homo_lumo_gap_ha": [0.322, 0.271],
  "lumo_ev": [0.10, -0.95],
  "multiplicity": 1,
  "fmax_ev_per_a": 3.397
}

=====

{
  "formula": "CH5NO2S2",
  "method": "ωB97M-V with the def2-TZVPD basis set",
  "species": ["C", "N", "O", "O", "S", "S", "H", "H", "H", "H", "H"],
  "coordinates": [[2.05795, -0.48877, 0.21105], [-2.54241, 1.41887, -0.02064], [-0.47911, -0.81571, 0.95044], [0.07482, -0.07698, -1.37568], [-3.03985, -0.04107, 0.06828], [0.39157, -1.17658, -0.16528], [1.95808, 0.54268, 0.52940], [2.51727, -1.08834, 0.98978], [2.63484, -0.55192, -0.70503], [-0.82043, 0.27463, -1.27277], [-2.75273, 2.00318, 0.79044]],
  "forces_ev_per_a": [[-0.73, -0.25, -0.30], [0.29, 0.11, -0.56], [-0.20, -0.03, 0.61], [0.74, -0.48, 0.24], [-0.11, 0.15, 0.32], [0.61, 0.85, -0.71], [-0.19, 0.11, 0.02], [-0.07, -0.17, 0.08], [0.11, -0.02, -0.12], [-0.23, -0.02, 0.20], [-0.23, -0.26, 0.23]],
  "mulliken_charge": [-0.8477, -0.3664, -0.5625, -0.4338, 0.0792, 0.6280, 0.2821, 0.3211, 0.3285, 0.3179, 0.2535],
  "relative_energy_ev": 3.344,
  "e_tot_ev": -28370.9903,
  "e_homo_ev": -8.57,
  "homo_lumo_gap_ha": 0.276,
  "lumo_ev": -1.06,
  "multiplicity": 1,
  "fmax_ev_per_a": 1.261
}

=====

{
  "formula": "CH5NO2S2",
  "method": "ωB97M-V with the def2-TZVPD basis set",
  "species": ["C", "S", "O", "O", "N", "S", "H", "H", "H", "H", "H"],
  "coordinates": [[0.27906, 0.79613, -1.22195], [-0.67667, -0.61619, -0.51359], [-2.06067, -0.43806, -0.55941], [0.02934, -1.80803, -0.82157], [-0.26728, -0.24331, 1.08573], [1.10257, -0.87796, 1.85612], [0.47045, 1.56311, -0.38100], [1.22702, 0.34779, -1.64092], [-0.22095, 1.17609, -2.08932], [-1.31883, -0.22961, 1.74987], [1.43596, 0.33004, 2.53604]],
  "forces_ev_per_a": [[1.00, -0.53, 0.51], [4.28, 1.95, 1.98], [-2.38, 0.13, -0.64], [-0.25, -0.92, -0.89], [-5.00, 0.01, 2.87], [0.24, 1.39, 0.80], [-0.43, -1.32, -1.68], [-0.85, 0.49, 0.90], [-0.60, 0.52, -0.22], [4.20, -0.28, -2.69], [-0.21, -1.43, -0.94]],
  "mulliken_charge": [-0.8217, 1.2346, -0.5972, -0.6131, -0.4834, -0.1090, 0.2710, 0.2981, 0.3519, 0.3263, 0.1424],
  "relative_energy_ev": 2.988,
  "e_tot_ev": -28371.3459,
  "e_homo_ev": -9.37,
  "homo_lumo_gap_ha": 0.361,
  "lumo_ev": 0.46,
  "multiplicity": 1,
  "fmax_ev_per_a": 5.765
}

=====

{
  "formula": "CH5NO3Si",
  "method": "ωB97M-V with the def2-TZVPD basis set",
  "species": ["O", "C", "Si", "H", "H", "H", "H", "O", "N", "O", "H"],
  "coordinates": [[-0.00766, -1.34945, -0.34979], [0.30219, -0.37619, 0.36374], [2.06904, 0.39092, 0.07421], [-0.46076, -0.16284, 1.06769], [2.02718, 1.69567, -0.32489], [2.59705, 0.45765, 1.38852], [2.71730, -0.44480, -1.06918], [-2.83824, 1.38647, -0.20589], [-2.10796, 0.46790, -0.51587], [-2.54590, -0.72581, -0.13601], [-1.75224, -1.33952, -0.29253]],
  "forces_ev_per_a": [[0.76, 0.95, 0.65], [0.66, -2.26, -2.34], [-0.57, -2.70, -0.95], [-0.43, 1.09, 1.36], [-0.35, 2.49, -0.90], [0.88, -0.36, 1.03], [-0.43, 0.54, 1.30], [1.09, -2.29, -0.60], [-0.83, 2.81, 0.16], [-0.15, -1.05, 0.33], [-0.63, 0.79, -0.06]],
  "mulliken_charge": [-0.5675, -0.0567, 0.4233, 0.4737, -0.1117, -0.1026, -0.0513, -0.4117, 0.2409, -0.3176, 0.4813],
  "relative_energy_ev": 2.529,
  "e_tot_ev": -16623.5542,
  "e_homo_ev": -10.14,
  "homo_lumo_gap_ha": 0.363,
  "lumo_ev": -0.26,
  "multiplicity": 1,
  "fmax_ev_per_a": 3.315
}

=====

{
  "formula": "CH5NOP2",
  "method": "ωB97M-V with the def2-TZVPD basis set",
  "species": ["C", "N", "O", "P", "P", "H", "H", "H", "H", "H"],
  "coordinates": [[-0.49426, 0.21211, 0.93208], [-2.08459, -0.84547, -2.36198], [-1.08988, -0.23536, -0.15869], [-2.27157, -2.37540, -2.34457], [-1.58960, 0.45190, -1.56578], [0.46883, -1.83364, -1.90253], [-0.15915, 1.21514, 0.92345], [-0.38250, -0.35446, 1.87033], [-2.38026, -2.63496, -0.93357], [0.70995, -1.65483, -1.18011]],
  "forces_ev_per_a": [[0.23, 0.12, 0.62], [0.66, 3.26, -0.05], [-0.37, -0.77, 0.86], [-0.72, -2.46, 0.03], [-0.15, -0.63, -0.42], [0.54, 0.25, 1.19], [0.30, 0.96, 0.01], [-0.39, -0.25, -1.08], [0.21, -0.13, 0.08], [-0.31, -0.35, -1.25]],
  "mulliken_charge": [-0.4278, -0.0542, -0.1130, -0.0228, 0.0317, -0.0480, 0.3015, 0.2902, 0.0168, 0.0256],
  "relative_energy_ev": 3.303,
  "e_tot_ev": -23229.1539,
  "e_homo_ev": [-7.85, -7.52],
  "homo_lumo_gap_ha": [0.243, 0.265],
  "lumo_ev": [-1.23, -0.31],
  "multiplicity": 1,
  "fmax_ev_per_a": 3.325
}

=====

{
  "formula": "CH5NOS",
  "method": "ωB97M-V with the def2-TZVPD basis set",
  "species": ["C", "N", "O", "S", "H", "H", "H", "H", "H"],
  "coordinates": [[1.70267, 1.24530, 0.27359], [-1.78159, -0.67416, -0.21374], [1.32270, -1.26878, 0.42013], [1.32366, -0.13528, -0.50243], [1.88007, 1.31097, 1.33034], [1.76393, 2.13120, -0.32483], [-2.01130, -0.48100, -1.18597], [-1.60239, -1.66853, -0.14018], [-2.59775, -0.45972, 0.34308]],
  "forces_ev_per_a": [[-0.34, -1.03, -1.08], [0.05, 0.08, -0.33], [-0.08, -0.58, -0.16], [0.46, 1.47, 1.31], [0.03, -0.21, 0.27], [-0.03, 0.31, -0.30], [-0.05, -0.05, 0.20], [0.02, 0.02, 0.07], [-0.05, -0.02, 0.01]],
  "mulliken_charge": [-0.4685, -0.6457, -0.5026, 0.3824, 0.2781, 0.2859, 0.2254, 0.2331, 0.2118],
  "relative_energy_ev": 1.631,
  "e_tot_ev": -15489.4885,
  "e_homo_ev": -9.47,
  "homo_lumo_gap_ha": 0.355,
  "lumo_ev": 0.19,
  "multiplicity": 1,
  "fmax_ev_per_a": 2.021
}

=====

{
  "formula": "CH5NSi2",
  "method": "ωB97M-V with the def2-TZVPD basis set",
  "species": ["Si", "C", "N", "Si", "H", "H", "H", "H", "H"],
  "coordinates": [[2.58072, -0.17323, 0.13135], [0.81653, 0.05413, -0.15476], [-0.32176, -0.03100, 0.24675], [-2.03846, 0.09362, 0.13137], [3.02212, -1.30375, -0.68732], [3.35387, 1.00989, -0.23068], [-2.31716, 0.89358, 1.33195], [-2.61586, 0.74765, -1.04376], [-2.48001, -1.29088, 0.27509]],
  "forces_ev_per_a": [[0.46, -0.26, 0.70], [-1.87, -0.38, 1.17], [2.08, 0.41, -1.45], [-0.14, 0.06, 0.72], [-0.08, -0.19, -0.43], [-0.04, 0.45, -0.34], [-0.32, 0.03, -0.01], [0.13, 0.03, -0.30], [-0.22, -0.14, -0.06]],
  "mulliken_charge": [-0.1070, 0.3463, -0.1338, 0.2208, -0.0625, -0.0596, -0.0628, -0.0786, -0.0629],
  "relative_energy_ev": 0.955,
  "e_tot_ev": -18360.7529,
  "e_homo_ev": -7.39,
  "homo_lumo_gap_ha": 0.277,
  "lumo_ev": 0.15,
  "multiplicity": 1,
  "fmax_ev_per_a": 2.571
}

=====

{
  "formula": "CH5O2",
  "method": "ωB97M-V with the def2-TZVPD basis set",
  "species": ["O", "H", "C", "O", "H", "H", "H", "H"],
  "coordinates": [[0.16652, 1.28082, 1.16112], [1.01057, 1.67443, 1.04722], [-0.04319, -1.26871, -0.45958], [-0.21800, 0.01798, -0.84044], [-0.79539, -2.03479, -0.75849], [-0.08460, -1.36610, 0.65066], [0.97227, -1.67914, -0.69740], [-0.13996, 0.75540, 0.01670]],
  "forces_ev_per_a": [[-1.40, -0.09, 0.18], [1.15, 0.52, -0.18], [0.62, -0.82, 1.77], [-0.76, 0.46, -1.53], [0.04, 0.46, -0.62], [0.10, 0.14, -0.12], [-0.36, 0.02, -0.28], [0.61, -0.69, 0.78]],
  "mulliken_charge": [-0.9770, 0.1840, -0.5516, -0.6646, 0.1854, 0.2032, 0.1674, 0.4530],
  "relative_energy_ev": 0.208,
  "charge": -1,
  "e_tot_ev": -5212.7366,
  "e_homo_ev": -3.31,
  "homo_lumo_gap_ha": 0.299,
  "lumo_ev": 4.81,
  "multiplicity": 1,
  "fmax_ev_per_a": 2.045
}